(1)
A 8-piece molecular cluster, C14H46N14O8 overall, computed with ωB97M-V/def2-TZVPD.

Summary:
Highest occupied orbital energy (eV): -9.483
F_max (eV/Å): 7.5
ΔE to the lowest compared entry with this formula, charge and spin (kcal per mole): 193.53
Gap between HOMO and LUMO (eV): 9.36
Charge: 0
SMILES: COC[C@H](C)N.COC[C@H](C)N.NC(N)=O.NC(N)=O.NC(N)=O.NC(N)=O.NC(N)=O.NC(N)=O
E_tot (Ha): -1929.48331
LUMO (eV): -0.12

```
82
Properties=species:S:1:pos:R:3:forces:R:3:mulliken_charge:R:1
C -1.6183 -3.5956 -0.2261 -0.40 -1.23 -0.61 -0.77
O -1.0653 -2.4961 0.3891 1.31 0.09 1.42 -0.35
C -0.9515 -1.2813 -0.3087 -0.91 -0.39 0.37 -0.76
C -0.0108 -0.2430 0.3666 -0.62 -0.96 1.09 0.57
C -0.0773 -0.0256 1.9054 -0.62 -1.10 0.01 -1.42
N -0.3572 1.0140 -0.2284 0.29 0.50 -0.53 -0.69
H -0.9509 -4.3848 -0.5721 1.15 0.48 -0.40 0.27
H -2.2162 -3.3417 -1.1014 -0.48 0.09 0.15 0.33
H -2.1420 -4.2213 0.4966 -0.81 0.65 0.23 0.26
H -0.7100 -1.4878 -1.3513 0.79 0.19 -0.20 0.42
H -1.9684 -0.8974 -0.3899 -0.15 0.70 0.25 0.37
H 1.0152 -0.4745 0.0806 0.23 -0.52 0.33 0.18
H -1.0319 0.3417 2.2819 -0.50 -0.19 -0.57 0.35
H 0.5861 0.7404 2.3068 0.64 -0.16 -0.54 0.41
H 0.0925 -0.9664 2.4290 0.24 0.05 0.05 0.31
H 0.2992 1.6160 0.2479 -0.03 0.91 -0.38 0.26
H 0.0134 0.8761 -1.1578 -0.17 0.93 -0.66 0.26
C 3.1616 -8.6408 -3.5124 -0.16 1.13 -1.09 -0.70
O 4.1281 -7.6136 -3.5827 1.17 0.91 1.34 -0.34
C 3.8716 -6.4406 -4.4251 0.14 -2.42 0.79 -0.79
C 5.2006 -5.5952 -4.5079 -2.92 -1.37 2.74 0.56
C 5.3911 -4.7948 -3.2196 -0.91 -0.42 0.95 -1.55
N 5.1309 -4.6898 -5.5926 1.61 0.27 -1.58 -0.73
H 2.1732 -8.1845 -3.5661 -0.38 -0.18 -0.08 0.30
H 3.1916 -9.2225 -2.5911 0.54 0.19 -0.03 0.24
H 3.3350 -9.2571 -4.3945 -0.42 -0.53 0.06 0.27
H 3.5174 -6.9531 -5.3195 0.45 0.90 -0.97 0.43
H 2.9874 -5.9473 -4.0214 0.14 0.70 0.17 0.27
H 5.9987 -6.3271 -4.6320 -0.02 -0.02 -0.06 0.30
H 4.5661 -4.0968 -3.0770 0.07 0.81 -0.95 0.39
H 6.3576 -4.2919 -3.1859 -0.11 -0.02 0.17 0.35
H 5.1387 -5.3075 -2.2914 1.03 -0.93 0.04 0.39
H 5.1222 -3.7307 -5.2763 -0.54 0.19 0.26 0.30
H 6.1163 -4.8004 -5.7848 0.30 0.80 -1.75 0.32
N -5.5050 -0.1206 -4.7746 -1.52 -6.12 2.75 -0.39
C -5.0701 0.9689 -5.2423 3.56 0.48 -6.03 0.67
N -5.5907 1.9945 -4.7211 -1.74 4.59 2.56 -0.36
O -4.3435 1.0126 -6.2460 0.40 0.07 0.13 -0.71
H -5.0984 -0.9725 -5.1338 -0.14 0.13 0.32 0.23
H -5.9083 -0.0984 -3.8489 0.02 -0.71 -0.24 0.17
H -6.1503 1.7821 -3.9076 -0.20 1.50 -0.23 0.16
H -5.3997 2.8735 -5.1805 -0.35 0.05 0.73 0.23
N 1.3433 0.2359 -7.0280 -4.41 -3.32 2.99 -0.36
C 2.1035 0.9966 -7.7279 3.79 -0.64 1.12 0.67
N 1.4886 1.6936 -8.6286 -1.08 2.69 -3.24 -0.38
O 3.3080 0.9822 -7.5169 1.02 0.71 -0.55 -0.68
H 0.3560 0.1739 -7.2319 0.16 -0.02 0.10 0.14
H 1.6448 -0.4014 -6.3048 0.51 0.49 -0.40 0.20
H 0.4841 1.7424 -8.7219 0.43 0.03 -0.06 0.18
H 2.0945 2.2170 -9.2444 -0.45 0.06 0.06 0.22
N -4.4982 3.7635 0.8183 -0.45 -2.17 -1.29 -0.37
C -4.7148 4.9472 1.3753 -1.30 -0.60 1.19 0.67
N -3.5770 5.5848 1.4777 3.18 2.76 0.35 -0.36
O -5.7733 5.2957 1.8449 -0.96 0.61 0.06 -0.64
H -3.5738 3.5835 0.4532 -0.69 -0.74 -0.11 0.16
H -5.2884 3.1352 0.7905 0.55 -0.09 -0.28 0.20
H -3.5017 6.4697 1.9587 -0.16 -0.29 -0.22 0.19
H -2.7325 5.1458 1.1397 -0.13 0.50 0.27 0.14
N 1.5162 3.0402 8.5667 -3.92 1.27 -0.97 -0.37
C 2.6202 2.4582 8.8837 1.47 -2.24 6.10 0.66
N 3.5910 2.8513 8.0852 3.39 0.72 -2.00 -0.47
O 2.7418 1.8096 9.9726 -0.03 0.52 -3.00 -0.67
H 0.6876 2.7492 9.0654 0.04 0.45 -0.31 0.23
H 1.5269 3.6105 7.7331 -0.87 -0.33 0.18 0.18
H 4.5505 2.6154 8.2946 -0.32 -0.19 0.30 0.25
H 3.4973 3.8183 7.8091 0.23 -0.19 -0.33 0.19
N -4.1151 -1.0289 6.4954 5.23 1.15 4.33 -0.40
C -5.1000 -1.1154 5.7193 -5.43 1.77 1.64 0.65
N -4.8916 -1.9004 4.7431 -0.43 -3.56 -6.22 -0.37
O -6.1756 -0.5885 6.0463 -0.10 -0.01 -1.11 -0.70
H -4.3196 -0.4318 7.2839 0.82 -0.12 0.06 0.24
H -3.1964 -1.2830 6.1615 -0.01 0.38 0.70 0.19
H -4.0857 -2.4904 4.5928 -0.13 0.40 0.35 0.18
H -5.6085 -1.9869 4.0370 0.07 0.00 0.25 0.21
N 3.0569 7.5931 5.5457 4.71 0.67 0.63 -0.44
C 2.0867 7.1676 4.7675 2.48 -0.30 -1.54 0.70
N 1.0114 7.3133 5.3989 -7.12 0.25 2.39 -0.39
O 2.1578 6.7142 3.6578 0.78 -0.68 -1.91 -0.66
H 3.9377 7.7044 5.0642 0.13 0.11 0.60 0.22
H 2.8754 8.0771 6.4134 0.42 -0.05 -0.49 0.17
H 1.0327 7.7973 6.2852 -0.94 -0.15 -0.48 0.16
H 0.2104 7.2214 4.7906 -0.48 0.13 0.84 0.23
```
Forces are in eV/Å.

---

(2)
A 8-piece molecular cluster, C14H46N14O8 overall, computed with ωB97M-V/def2-TZVPD.

Summary:
Highest occupied orbital energy (eV): -9.120
F_max (eV/Å): 5.9
ΔE to the lowest compared entry with this formula, charge and spin (kcal per mole): 64.63
Gap between HOMO and LUMO (eV): 9.64
Charge: 0
SMILES: COC[C@H](C)N.COC[C@H](C)N.NC(N)=O.NC(N)=O.NC(N)=O.NC(N)=O.NC(N)=O.NC(N)=O
E_tot (Ha): -1929.68874
LUMO (eV): 0.52

```
82
Properties=species:S:1:pos:R:3:forces:R:3:mulliken_charge:R:1
C -4.6365 -0.9047 3.1622 0.21 -0.88 0.37 -0.88
O -3.1990 -0.9032 3.2383 -1.70 0.74 0.50 -0.31
C -2.5678 -1.9917 2.6448 0.37 -0.41 -0.11 -0.76
C -1.1225 -1.9871 3.1625 -0.88 -0.26 -0.04 0.56
C -0.4007 -3.1815 2.4994 0.26 -0.04 1.20 -1.03
N -1.1560 -2.0774 4.6370 0.21 -0.48 -0.03 -0.79
H -5.1312 -1.5990 3.8659 0.68 -0.63 -0.28 0.34
H -4.9771 -1.1604 2.1467 0.00 0.46 0.26 0.33
H -5.0524 0.0051 3.5723 0.41 0.82 -0.69 0.29
H -3.0530 -2.9573 2.8692 0.02 0.11 0.44 0.42
H -2.6120 -1.9344 1.5666 0.11 0.28 -0.68 0.31
H -0.6973 -1.0247 2.9020 0.33 0.09 -0.22 0.24
H -0.4444 -3.1254 1.4035 -0.06 -0.07 0.39 0.01
H -0.8977 -4.0919 2.8816 0.00 0.17 -0.52 0.46
H 0.6443 -3.3149 2.8453 -0.42 0.45 -0.32 0.25
H -1.7108 -1.3354 5.0758 0.37 0.00 -0.70 0.31
H -1.7195 -2.9002 4.8218 0.15 -0.31 0.32 0.34
C -1.4216 5.1184 0.9452 -1.21 -1.43 0.26 -0.88
O -2.0898 3.8378 0.8972 -0.23 -0.37 -0.47 -0.28
C -3.5338 3.8855 0.9615 0.99 -0.38 -0.33 -0.99
C -4.1222 2.4675 1.2086 0.49 -0.28 -0.31 0.73
C -3.7883 1.4983 0.0520 1.40 0.88 1.17 -1.23
N -5.5573 2.4759 1.3894 -0.02 0.37 2.11 -0.68
H -2.2013 5.8257 1.1514 0.04 0.89 0.59 0.44
H -0.9896 5.4009 0.0059 0.37 -0.14 -0.67 0.27
H -0.6717 5.0034 1.7162 0.17 0.52 0.17 0.24
H -3.7519 4.5974 1.7494 -0.59 -0.08 0.49 0.50
H -3.9587 4.2884 0.0430 0.02 0.10 -0.40 0.29
H -3.6170 2.1255 2.1321 -0.45 -0.19 -0.33 0.20
H -4.2654 1.7777 -0.8672 -0.11 0.34 -0.55 0.41
H -3.9386 0.4449 0.2117 -0.62 -0.29 0.58 0.29
H -2.7067 1.5977 0.0208 0.30 -0.03 -0.89 0.10
H -6.0265 2.9526 0.6528 -0.31 0.35 -0.80 0.26
H -5.7701 3.0016 2.2526 -0.11 -0.39 -0.61 0.30
N 3.1187 -1.2754 3.0334 -1.64 -0.94 -0.36 -0.27
C 4.3924 -0.8646 3.2193 -2.05 2.30 -1.48 0.69
N 4.9054 -1.6798 4.0785 3.72 -2.88 3.52 -0.39
O 4.8608 0.1331 2.6918 0.57 -0.35 0.01 -0.64
H 2.4548 -0.7056 2.5747 -0.56 0.64 -0.49 0.12
H 2.7576 -1.9448 3.7060 -0.26 0.45 -0.59 0.18
H 4.3859 -2.4334 4.4985 -0.06 0.23 -0.32 0.13
H 5.8656 -1.7026 4.3745 0.11 0.59 -0.34 0.22
N 4.5901 -0.3087 -0.1478 0.60 1.30 3.55 -0.31
C 4.3675 -0.3395 -1.4357 0.25 1.10 -0.97 0.69
N 3.8288 -1.4807 -1.7562 -1.55 -3.25 -0.73 -0.36
O 4.6467 0.5750 -2.1971 0.86 0.06 -0.62 -0.88
H 4.4804 0.5565 0.3483 0.51 0.36 0.04 0.22
H 4.2958 -1.0653 0.4367 0.01 -0.27 0.03 0.08
H 3.3115 -1.9115 -1.0153 -0.10 -0.35 -0.05 0.13
H 3.5909 -1.8194 -2.6548 -0.12 0.42 -1.07 0.25
N -0.0174 -0.7514 -5.1765 -3.77 0.93 1.22 -0.35
C 1.2153 -1.2103 -5.1504 2.04 -0.18 0.02 0.44
N 1.6438 -1.4523 -6.4072 0.98 -0.73 -0.60 -0.49
O 1.9565 -1.2751 -4.1789 -0.23 0.00 0.57 -0.54
H -0.3937 -0.5066 -4.2658 -0.02 -0.10 -0.24 0.19
H -0.7441 -1.0777 -5.8372 1.09 0.32 0.70 0.25
H 0.8555 -1.5191 -7.0001 -0.12 -0.32 -1.29 0.18
H 2.3565 -2.1581 -6.4938 0.03 0.04 -0.16 0.26
N -1.0988 -2.0807 -1.1346 -3.18 2.41 -0.78 -0.06
C -0.9727 -2.9620 -2.1712 3.45 -0.39 4.47 0.47
N 0.0989 -3.6991 -1.7137 1.51 -2.18 -1.17 -0.29
O -1.6423 -3.1182 -3.1288 -1.38 -0.13 -2.29 -0.64
H -1.7452 -1.3591 -1.4371 0.04 0.25 0.66 0.17
H -0.3259 -1.7270 -0.5799 0.17 0.06 -0.29 -0.03
H 0.5258 -3.4829 -0.8138 -0.36 -0.21 -0.79 0.15
H 0.5212 -4.4440 -2.2547 -0.27 0.27 0.12 0.21
N 3.4945 2.9222 -2.1122 1.20 1.23 2.46 -0.35
C 2.6606 2.5888 -3.0736 -0.40 0.76 0.62 0.64
N 3.1969 1.8749 -4.0263 0.67 -1.69 -2.59 -0.45
O 1.4988 2.9554 -3.0783 -2.20 0.88 -0.19 -0.81
H 4.3269 2.3553 -1.9831 -0.20 0.30 0.13 0.29
H 3.0973 3.4285 -1.3255 0.24 -0.37 -0.37 0.25
H 3.9113 1.2147 -3.7399 0.00 0.01 -0.24 0.38
H 2.5382 1.5909 -4.7300 0.07 -0.24 -0.06 0.23
N 0.3239 1.7744 0.1052 -1.19 2.88 0.74 -0.22
C 0.6184 0.5990 -0.4162 0.44 -1.61 0.42 0.23
N 0.7386 0.6262 -1.7319 0.13 -0.95 -1.46 0.41
O 0.7844 -0.4281 0.2510 0.16 -0.57 0.62 -0.75
H -0.1722 1.8725 0.9786 0.19 -0.42 0.04 0.19
H 0.0156 2.4698 -0.5727 0.23 -0.06 0.40 0.12
H 0.7236 1.5079 -2.1941 0.16 0.81 -0.62 0.18
H 1.3010 -0.0772 -2.1794 0.01 -0.35 -0.11 -0.18
```
Forces are in eV/Å.

---

(3)
C14H47AgO12 as an isolated structure, computed with ωB97M-V/def2-TZVPD.

Summary:
Highest occupied orbital energy (eV): -8.572
F_max (eV/Å): 4.0
Gap between HOMO and LUMO (eV): 8.38
Charge: 0
E_tot (Ha): -1611.29844
LUMO (eV): -0.19

```
74
Properties=species:S:1:pos:R:3:forces:R:3:mulliken_charge:R:1
Ag 0.1657 2.6154 -3.0947 0.89 1.88 -0.05 0.54
C -0.3749 0.1033 -1.6638 0.12 -0.01 0.52 1.22
O -0.5644 0.7801 -2.8365 -1.34 -0.67 -0.90 -1.32
H -1.0585 -0.7541 -1.5852 0.32 0.29 0.10 -0.58
H 0.6370 -0.2704 -1.6290 0.71 -0.51 0.27 0.23
H -0.4656 0.7516 -0.7745 -0.34 -0.23 0.14 -0.31
O 3.1345 -2.1734 -2.7939 -0.77 0.29 0.35 -0.66
H 2.5833 -1.8547 -2.0488 0.11 -0.22 -0.33 0.29
H 4.0163 -2.0754 -2.4449 0.57 0.02 0.03 0.32
O 1.8024 0.6724 -3.8619 1.10 -1.00 -0.46 -0.69
H 2.2489 -0.2021 -3.9840 -0.66 1.00 0.23 0.25
H 0.8408 0.5248 -3.6698 0.12 -0.50 0.14 0.51
O 2.5891 3.6419 -3.4017 -1.13 0.90 -0.03 -0.62
H 2.7762 4.2159 -2.6540 0.14 0.03 0.04 0.33
H 3.1594 2.8920 -3.3199 0.42 -1.00 0.05 0.31
O -3.4984 -1.4539 -4.1864 -0.38 -0.73 0.40 -0.59
H -2.8517 -2.1395 -3.9850 -0.06 0.12 -0.04 0.29
H -3.0103 -0.7991 -4.6662 0.47 0.65 -0.33 0.30
C -3.4448 -1.4845 -0.7253 0.47 -1.21 0.19 -0.49
C -3.8693 -0.1661 -0.1391 -0.09 0.10 -1.25 1.20
C -4.0331 0.8809 -1.2583 -0.20 0.16 0.75 -1.12
O -5.1595 -0.4030 0.3746 -0.97 0.93 0.50 -0.60
H -3.4983 -2.2555 0.0569 -0.17 0.00 0.00 0.45
H -2.4294 -1.5460 -1.0832 0.17 0.32 -0.11 -0.21
H -4.0946 -1.7911 -1.5534 -0.05 0.27 0.26 0.17
H -3.1701 0.2522 0.6217 -0.31 -0.46 -0.25 -0.36
H -4.4203 1.7940 -0.7848 0.11 -0.07 -0.30 0.32
H -4.7402 0.5720 -2.0378 0.13 -0.18 0.33 0.37
H -3.0755 1.0786 -1.7350 0.15 0.06 -0.01 0.10
H -5.1885 -1.1091 1.0222 0.36 -0.12 0.04 0.35
C -0.3303 -2.2964 3.3609 -0.45 1.42 -0.33 -1.32
C 0.5014 -1.0120 3.1140 -0.43 -0.54 0.02 1.02
C -0.4195 0.1487 2.6767 0.13 -1.74 0.92 -0.42
O 1.2795 -0.7929 4.3114 -0.55 0.44 -0.71 -0.59
H -0.8830 -2.5506 2.4561 0.25 -0.46 -0.03 0.12
H -1.0805 -2.0837 4.1279 0.08 0.10 0.05 0.37
H 0.2838 -3.0925 3.7509 0.23 -0.51 -0.26 0.53
H 1.2233 -1.1749 2.3083 -0.05 -0.20 -0.14 -0.48
H -0.8967 -0.1822 1.7578 0.08 0.12 -0.34 -0.08
H 0.1033 1.0697 2.5184 0.17 0.56 0.09 0.07
H -1.2269 0.1817 3.4083 0.04 0.65 0.14 0.41
H 1.5944 -1.6886 4.4573 0.42 0.13 0.58 0.40
C 2.9659 1.8187 1.3365 -0.45 -0.68 -0.23 -1.07
C 3.6323 0.5311 1.9340 0.60 1.14 -1.14 1.05
C 4.4275 -0.1733 0.8275 0.07 0.71 1.88 -1.27
O 4.5549 0.8515 2.9843 -0.53 -0.23 -0.69 -0.63
H 2.2210 2.3604 1.9588 0.79 -0.32 0.05 0.29
H 2.4007 1.5703 0.4203 0.11 -0.26 0.26 0.13
H 3.7581 2.4743 0.9761 0.03 0.25 0.38 0.41
H 2.8979 -0.1784 2.2582 -0.53 -0.17 0.61 -0.22
H 5.0521 -0.9300 1.3811 -0.68 0.36 -1.21 0.37
H 5.0491 0.6078 0.3930 0.30 -0.32 -0.35 0.36
H 3.6452 -0.4974 0.1559 0.44 -0.75 -0.52 0.22
H 3.9793 1.1053 3.6956 -0.08 0.30 0.90 0.35
C -2.3390 4.0941 0.1120 3.77 -0.96 0.68 -0.41
C -1.4797 3.2513 1.1413 -2.10 -0.34 -0.19 0.47
O -0.8183 4.2236 1.9378 0.37 0.16 -0.52 -0.62
O -1.3426 4.8725 -0.5731 -0.71 0.36 -0.64 -0.57
H -2.9664 4.6757 0.7656 -0.86 0.40 -0.43 0.31
H -2.7212 3.5011 -0.7056 -0.92 -0.22 0.40 0.24
H -0.8400 2.5011 0.6662 0.47 0.57 -0.19 -0.40
H -2.1837 2.6374 1.7199 0.04 0.21 0.30 0.29
H -0.7507 4.0226 2.8704 -0.18 -0.46 0.03 0.30
H -0.8493 5.3679 0.0762 0.20 0.21 0.43 0.32
C 0.2139 -3.9747 -0.9148 0.48 -0.76 0.81 -0.43
C 1.6072 -3.6989 -0.3028 -2.06 1.32 -0.06 -0.65
O 1.7607 -2.2783 -0.1994 0.21 0.51 0.42 -0.11
O -0.7998 -3.4694 -0.0302 0.61 0.64 -0.23 -0.38
H 0.0249 -5.0379 -0.9411 0.36 -0.60 -0.37 0.46
H 0.2410 -3.6011 -1.9365 -0.53 0.49 0.00 0.26
H 2.3812 -3.9408 -0.9955 0.46 -0.81 -0.33 0.43
H 1.6920 -4.1852 0.6615 0.25 -0.13 0.22 0.29
H 1.0956 -1.8550 0.3727 0.10 -0.65 -0.38 -0.06
H -1.6648 -3.4697 -0.4522 0.16 -0.03 -0.14 0.24
```
Forces are in eV/Å.